Entry 1:
Entry from the Open Molecules 2025 dataset: a structure of composition C18H19CrN9SSe (ωB97M-V with the def2-TZVPD basis set).

Structure (XYZ):
```
49
Properties=species:S:1:pos:R:3:forces:R:3
Se 1.4784 -0.3162 -1.3936 0.1 -0.1 0.0
Cr 0.6821 -1.6775 0.6090 0.0 0.1 -0.1
S -1.6514 -1.0965 0.6364 0.1 0.1 0.0
N 0.3850 -2.9949 2.2763 -0.1 0.0 0.1
N 3.8580 -3.9198 2.0231 0.0 0.0 0.0
N 0.6085 2.1767 -0.1440 0.0 0.0 0.1
N -2.5403 1.0042 -0.8610 0.0 0.0 0.0
N -2.2467 -0.7681 -2.0370 0.1 0.0 0.0
N 2.6092 -2.4452 0.8924 -0.1 -0.1 0.0
N 0.3202 -4.7527 4.4223 0.0 0.0 0.0
N 4.5762 -3.2942 1.0729 0.0 0.0 0.0
N 0.3631 2.1041 -2.2977 0.0 0.0 -0.1
C -2.9767 1.3084 -2.1329 0.0 0.0 0.0
C 0.7805 1.4096 -1.2287 -0.1 0.0 0.0
C 0.0440 3.3984 -0.5297 0.1 0.0 0.0
C -0.3213 4.5130 0.2138 0.0 0.0 0.0
C 3.8377 -2.4188 0.3984 0.0 0.0 0.0
C -0.1049 3.3552 -1.9103 0.0 0.0 0.0
C -0.6316 4.4225 -2.6241 0.0 0.0 0.0
C 2.6760 -3.3861 1.8862 0.1 0.0 0.0
C -0.8513 5.5765 -0.4939 0.0 0.0 0.0
C -0.7372 -3.2007 2.9679 0.0 0.0 0.0
C 1.0196 1.8859 1.2185 0.0 0.0 0.0
C 1.4389 -4.5516 3.7396 0.0 0.0 0.0
C -1.9418 -2.1393 -2.4312 0.0 0.0 0.0
C -1.0036 5.5315 -1.8867 0.0 0.0 0.0
C 1.4783 -3.6745 2.6673 -0.1 0.0 0.0
C -2.7848 0.1958 -2.8716 0.0 0.0 0.0
C -0.7584 -4.0827 4.0414 0.0 0.0 0.0
C -2.1062 -0.2671 -0.8029 -0.1 0.0 0.0
H 1.4459 0.8873 1.2546 0.0 0.0 0.0
H -1.4143 6.3915 -2.3972 0.0 0.0 0.0
H -1.7915 -2.1652 -3.5064 0.0 0.0 0.0
H -0.1909 4.5592 1.2864 0.0 0.0 0.0
H -1.1475 6.4698 0.0380 0.0 0.0 0.0
H 0.1631 1.9431 1.8882 0.0 0.0 0.0
H -1.6265 -2.6678 2.6628 0.0 0.0 0.0
H 1.7783 2.6017 1.5318 0.0 0.0 0.0
H -2.7623 -2.7988 -2.1558 0.0 0.0 0.0
H -1.0330 -2.4606 -1.9319 0.0 0.0 0.0
H -0.7352 4.3971 -3.7005 0.0 0.0 0.0
H 2.3264 -5.0930 4.0428 0.0 0.0 0.0
H -2.9963 -0.0053 -3.9070 0.0 0.0 0.0
H -3.3877 2.2681 -2.3903 0.0 0.0 0.0
H -2.6109 1.5974 -0.0488 0.0 0.0 0.0
H 5.5536 -3.5193 0.9514 0.0 0.0 0.0
H -1.6715 -4.2459 4.5992 0.0 0.0 0.0
H 0.4018 1.7377 -3.2357 0.0 0.0 0.0
H 4.1990 -1.7929 -0.4012 0.0 0.0 0.0
```
Forces are in eV/Å.

Summary:
E_LUMO (alpha / beta) in eV: -5.982 / -6.123
Highest occupied orbital energy (alpha / beta) in eV: -13.9957 / -14.0918
E in eV: -136977.940
⟨S²⟩: 6.025
Gap between HOMO and LUMO (alpha / beta) in eV: 8.014 / 7.969
Charge: +2
Spin multiplicity: 5
Relative energy (zero: lowest compared OMol25 entry of this formula, charge and spin) in kcal/mol: 0.0

Entry 2:
Entry from the Open Molecules 2025 dataset: a cluster of 6 separate species, H12O6 in total in a non-equilibrium geometry (ωB97M-V with the def2-TZVPD basis set).

Structure (XYZ):
```
18
Properties=species:S:1:pos:R:3:forces:R:3
O 3.2976 -1.6669 0.0039 -1.5 1.3 -0.5
O -0.5537 -0.6865 -0.5117 0.9 -0.7 -0.7
O -0.1797 0.6295 1.9054 -0.1 1.4 0.3
O -2.4976 -2.1372 -1.8231 -0.4 -0.1 -0.3
O 2.1565 1.9134 0.4772 -0.8 0.3 -0.1
O -2.4379 1.8489 -0.5527 -0.1 2.2 1.1
H -0.6836 -0.1168 2.1897 -0.4 -1.1 0.2
H -1.7581 -1.7482 -1.3498 0.3 0.2 0.3
H 0.3717 -0.9038 -0.7806 -1.1 0.8 0.5
H 2.9479 1.4177 0.6155 1.0 -0.5 0.0
H -3.0130 -1.3680 -2.0861 -0.1 -0.1 0.0
H -0.6609 1.3605 2.3355 0.5 -0.1 -0.4
H 1.4856 1.3548 0.8862 -0.2 0.1 0.1
H 2.5060 -2.0306 0.4019 -0.4 0.1 0.1
H 3.9365 -2.2836 0.2603 1.8 -1.4 0.5
H -0.5854 0.1029 0.0429 0.4 0.1 0.0
H -2.1041 1.5013 -1.3512 0.6 -1.0 -1.5
H -2.2277 2.8125 -0.6632 -0.4 -1.2 0.4
```
Forces are in eV/Å.

Summary:
E_LUMO in eV: 0.196
Highest occupied orbital energy in eV: -10.6320
E in eV: -12479.728
Gap between HOMO and LUMO in eV: 10.828
Relative energy (zero: lowest compared OMol25 entry of this formula, charge and spin) in kcal/mol: 32.0